Record 1
ORCA calculation (ωB97M-V/def2-TZVPD) on a cluster of 2 separate species, C4H10O2 in total.

Last column: Löwdin charge in e.
Element x y z (Å)
1 C -2.14 -0.64 -0.24  -0.09
2 C -1.06 0.28 0.32  -0.18
3 C 0.22 0.16 -0.43  -0.43
4 O 0.28 -0.48 -1.47  0.06
5 C 1.49 0.94 -0.10  -0.25
6 O 2.48 0.23 -0.79  -0.16
7 H -3.11 -0.40 0.20  0.07
8 H -2.21 -0.52 -1.33  0.08
9 H -1.91 -1.69 -0.04  0.08
10 H -1.33 1.34 0.20  0.13
11 H -0.90 0.13 1.39  0.13
12 H 1.66 1.09 0.98  0.13
13 H 1.36 1.93 -0.57  0.13
14 H 1.82 -0.24 -1.47  0.10
15 H 1.37 -1.31 0.68  0.10
16 H 1.99 -1.07 0.33  0.10

Summary:
SMILES: CCC(=O)CO.[H][H]
Energy above the lowest of the compared OMol25 structures with the same formula, charge and spin (kJ/mol): 225.61
HOMO-LUMO gap (eV): 10.99

***

Record 2
ORCA calculation (ωB97M-V/def2-TZVPD) on a cluster of 10 separate species, C31H70N10O9 in total.

Last column: Löwdin charge in e.
Element x y z (Å)
1 C -2.45 -0.49 4.75  -0.03
2 N -3.03 0.84 4.59  -0.14
3 C -2.66 1.92 5.52  -0.03
4 C -3.88 1.16 3.59  -0.32
5 O -4.43 2.25 3.35  -0.05
6 H -2.69 -0.89 5.70  0.08
7 H -1.43 -0.60 4.44  0.06
8 H -2.87 -1.09 3.94  0.08
9 H -2.35 1.64 6.50  0.08
10 H -1.86 2.52 5.19  0.05
11 H -3.50 2.61 5.49  0.09
12 H -3.97 0.32 2.90  0.13
13 C 2.77 4.21 -2.52  -0.05
14 N 1.75 3.35 -3.20  -0.16
15 C 0.57 4.05 -3.73  -0.06
16 C 2.01 2.02 -3.42  -0.34
17 O 1.24 1.27 -3.98  0.01
18 H 3.77 3.66 -2.57  0.11
19 H 2.57 4.47 -1.50  0.05
20 H 2.84 5.18 -2.98  0.07
21 H -0.43 3.59 -3.29  0.11
22 H 0.59 5.10 -3.48  0.07
23 H 0.49 3.95 -4.81  0.08
24 H 2.99 1.75 -3.07  0.12
25 C 3.28 -1.91 -3.32  -0.06
26 N 3.19 -3.30 -2.92  -0.19
27 C 2.69 -4.29 -3.81  -0.05
28 C 3.55 -3.63 -1.69  -0.38
29 O 3.36 -4.71 -1.19  0.01
30 H 3.93 -1.42 -2.50  0.11
31 H 2.32 -1.37 -3.33  0.06
32 H 3.73 -1.68 -4.31  0.10
33 H 2.14 -3.89 -4.67  0.09
34 H 3.43 -4.92 -4.23  0.07
35 H 1.98 -4.91 -3.20  0.10
36 H 3.99 -2.81 -1.16  0.11
37 C -4.16 3.47 -1.73  -0.04
38 N -4.62 3.30 -0.36  -0.17
39 C -5.06 1.94 -0.03  -0.03
40 C -4.37 4.20 0.64  -0.35
41 O -3.79 5.23 0.44  0.02
42 H -3.24 4.00 -1.74  0.06
43 H -4.90 4.10 -2.28  0.10
44 H -4.18 2.49 -2.18  0.07
45 H -4.32 1.27 -0.33  0.06
46 H -5.00 1.96 1.07  0.07
47 H -6.05 1.76 -0.45  0.09
48 H -4.75 3.91 1.61  0.12
49 C -1.56 3.81 2.24  -0.06
50 N -1.01 3.63 0.92  -0.16
51 C -0.41 4.79 0.31  -0.07
52 C -1.32 2.53 0.15  -0.36
53 O -1.03 2.43 -0.99  0.03
54 H -1.94 2.88 2.72  0.09
55 H -2.37 4.47 2.16  0.05
56 H -0.87 4.27 2.94  0.09
57 H 0.04 5.47 1.10  0.10
58 H 0.40 4.66 -0.44  0.07
59 H -1.14 5.47 -0.17  0.09
60 H -1.76 1.79 0.78  0.11
61 C -1.03 -3.09 -1.33  -0.04
62 N -0.65 -1.83 -0.68  -0.17
63 C 0.34 -1.11 -1.44  -0.02
64 C -1.25 -1.36 0.39  -0.38
65 O -0.92 -0.38 0.98  -0.01
66 H -0.07 -3.63 -1.32  0.09
67 H -1.50 -2.91 -2.28  0.06
68 H -1.76 -3.56 -0.64  0.09
69 H -0.07 -0.95 -2.42  0.08
70 H 0.41 -0.16 -0.93  0.07
71 H 1.31 -1.64 -1.48  0.08
72 H -2.10 -2.00 0.68  0.14
73 C -2.06 0.65 -5.57  -0.07
74 N -2.64 -0.48 -4.97  -0.20
75 C -2.99 -1.55 -5.92  -0.02
76 C -2.93 -0.56 -3.67  -0.33
77 O -3.44 -1.58 -3.18  -0.03
78 H -2.64 1.10 -6.38  0.10
79 H -1.07 0.44 -5.84  0.07
80 H -2.09 1.37 -4.72  0.10
81 H -2.94 -1.10 -6.89  0.07
82 H -2.28 -2.40 -5.81  0.10
83 H -3.96 -1.95 -5.66  0.08
84 H -2.82 0.35 -3.03  0.14
85 C 4.09 -1.11 3.88  -0.02
86 N 4.09 -1.14 2.39  -0.18
87 C 3.01 -1.89 1.75  -0.02
88 C 4.88 -0.41 1.62  -0.41
89 O 4.94 -0.40 0.42  -0.01
90 H 4.51 -2.07 4.31  0.10
91 H 3.04 -1.04 4.16  0.08
92 H 4.70 -0.28 4.18  0.07
93 H 2.11 -1.38 2.05  0.07
94 H 3.07 -1.92 0.71  0.04
95 H 2.95 -2.93 2.23  0.11
96 H 5.65 0.16 2.19  0.14
97 C 1.84 1.84 1.39  -0.04
98 N 1.48 2.05 2.79  -0.19
99 C 2.08 3.04 3.62  -0.06
100 C 0.60 1.21 3.39  -0.30
101 O 0.36 1.13 4.63  -0.05
102 H 2.85 1.41 1.24  0.08
103 H 1.75 2.78 0.80  0.08
104 H 1.14 1.17 0.87  0.07
105 H 3.09 2.63 3.95  0.11
106 H 2.24 4.04 3.11  0.11
107 H 1.42 3.10 4.44  0.06
108 H 0.16 0.46 2.64  0.12
109 C 2.79 -6.88 2.24  -0.11
110 C 1.65 -7.08 1.28  -0.29
111 C 0.28 -6.81 1.86  -0.19
112 C 0.01 -5.39 1.97  -0.22
113 N -0.16 -4.27 1.87  0.18
114 H 3.76 -7.13 1.79  0.09
115 H 2.60 -7.47 3.12  0.07
116 H 2.79 -5.84 2.65  0.08
117 H 1.69 -8.06 0.91  0.09
118 H 1.81 -6.51 0.28  0.14
119 H 0.19 -7.30 2.80  0.10
120 H -0.50 -7.17 1.14  0.14

Summary:
SMILES: CN(C)C=O.CN(C)C=O.CN(C)C=O.CN(C)C=O.CN(C)C=O.CN(C)C=O.CN(C)C=O.CN(C)C=O.CN(C)C=O.CCCC#N
Energy above the lowest of the compared OMol25 structures with the same formula, charge and spin (kJ/mol): 25.54
HOMO-LUMO gap (eV): 9.28

***

Record 3
ORCA calculation (ωB97M-V/def2-TZVPD) on a structure of composition C29H24BBaCl2F4IN4S.

Last column: Löwdin charge in e.
Element x y z (Å)
1 Ba 0.35 0.74 0.55  1.52
2 C 4.14 -2.72 -0.40  -0.05
3 C 3.14 -1.59 -0.36  -0.29
4 N 2.42 -1.33 0.68  -0.06
5 N 2.50 -2.21 1.70  -0.06
6 C 2.09 -1.77 2.87  -0.97
7 N 1.98 -2.77 3.83  0.02
8 S 1.69 -0.19 3.38  0.44
9 C 2.93 -0.81 -1.60  -0.23
10 C 3.57 -1.16 -2.78  -0.03
11 C 3.25 -0.49 -3.96  -0.07
12 C 2.30 0.51 -3.92  -0.05
13 C 1.72 0.81 -2.70  -0.13
14 N 2.03 0.18 -1.57  0.00
15 H 4.28 -3.11 0.60  0.05
16 H 5.09 -2.37 -0.80  0.07
17 H 3.77 -3.52 -1.04  0.08
18 H 2.49 -3.61 3.62  0.07
19 H 2.02 -2.44 4.78  0.05
20 H 4.29 -1.97 -2.80  0.09
21 H 3.73 -0.77 -4.89  0.10
22 H 2.00 1.05 -4.81  0.11
23 H 0.98 1.60 -2.63  0.10
24 I -2.88 1.19 -1.40  0.91
25 C -2.00 0.04 -2.92  -0.64
26 C -2.30 0.35 -4.22  -0.19
27 C -1.78 -0.44 -5.27  -0.12
28 C -1.00 -1.53 -4.98  -0.07
29 C -0.69 -1.87 -3.64  -0.19
30 C 0.09 -3.01 -3.34  -0.08
31 C 0.37 -3.31 -2.03  -0.11
32 C -0.06 -2.45 -1.00  -0.22
33 C -0.79 -1.29 -1.19  -0.28
34 C -1.15 -1.05 -2.55  -0.30
35 H -2.94 1.19 -4.44  0.07
36 H -2.01 -0.18 -6.29  0.09
37 H -0.61 -2.16 -5.77  0.10
38 H 0.44 -3.63 -4.15  0.09
39 H 0.95 -4.20 -1.79  0.09
40 H 0.27 -2.72 0.01  0.05
41 F 2.25 3.12 -0.09  0.03
42 B 1.55 3.86 -1.08  -1.28
43 F 0.22 3.33 -1.11  -0.01
44 F 2.15 3.68 -2.34  0.10
45 F 1.51 5.21 -0.75  0.11
46 Cl -1.17 -4.86 3.29  0.46
47 C -1.25 -3.19 2.65  -1.02
48 Cl -2.58 -2.98 1.53  0.54
49 H -0.31 -3.00 2.15  -0.01
50 H -1.38 -2.53 3.50  0.00
51 C -3.44 5.29 3.30  -0.13
52 C -2.53 5.10 2.24  -0.11
53 C -1.95 3.87 2.04  -0.06
54 C -2.23 2.76 2.88  -0.23
55 C -1.59 1.49 2.63  -0.22
56 C -1.97 0.49 3.51  -0.21
57 C -2.89 0.66 4.57  -0.12
58 C -3.48 1.88 4.79  -0.09
59 C -3.16 2.97 3.94  -0.20
60 C -3.74 4.25 4.13  -0.08
61 H -3.89 6.26 3.46  0.08
62 H -2.29 5.92 1.58  0.09
63 H -1.26 3.73 1.22  0.09
64 H -1.51 -0.50 3.42  0.02
65 H -3.14 -0.18 5.21  0.08
66 H -4.19 2.02 5.60  0.09
67 H -4.44 4.38 4.95  0.09

Summary:
Charge: -2
Energy above the lowest of the compared OMol25 structures with the same formula, charge and spin (kJ/mol): 37.42
HOMO-LUMO gap (eV): 6.18

***

Record 4
ORCA calculation (ωB97M-V/def2-TZVPD) on an isolated molecule of C4H7NO2.

Last column: Löwdin charge in e.
Element x y z (Å)
1 O 1.31 1.32 0.93  0.02
2 C 0.43 0.85 -0.02  -0.36
3 C 0.93 -0.56 -0.92  -0.23
4 N -0.20 -0.65 -1.64  0.10
5 C -0.85 0.50 0.57  0.03
6 C -1.46 -0.77 0.88  -0.27
7 O -1.13 -1.91 0.55  -0.01
8 H 1.93 1.95 0.53  0.11
9 H 0.39 1.51 -0.89  0.14
10 H 1.15 -1.32 -0.16  0.11
11 H 1.81 -0.18 -1.45  0.11
12 H -0.78 -1.36 -1.19  0.03
13 H -1.20 1.28 1.25  0.11
14 H -2.34 -0.65 1.55  0.12

Summary:
Energy above the lowest of the compared OMol25 structures with the same formula, charge and spin (kJ/mol): 513.53
HOMO-LUMO gap (alpha / beta) (eV): 7.19 / 9.01

***

Record 5
ORCA calculation (ωB97M-V/def2-TZVPD) on a cluster of 2 separate species, C4H14N3O in total.

Last column: Löwdin charge in e.
Element x y z (Å)
1 C 0.44 -0.99 1.40  -0.29
2 C 0.48 -2.51 1.83  -0.05
3 O 0.91 -0.95 0.06  -0.06
4 H -0.54 -0.53 1.44  0.06
5 H 0.97 -0.34 2.09  0.11
6 H -0.64 -2.94 1.87  0.12
7 H 1.78 -0.83 -0.01  0.02
8 H 0.94 -2.66 2.79  0.06
9 H 1.14 -2.91 1.13  0.04
10 C 0.99 1.26 -2.18  0.00
11 C -0.90 1.08 -0.58  -0.44
12 N -0.34 0.68 -1.71  0.06
13 N -0.54 2.12 0.31  0.19
14 N -1.86 0.29 -0.06  0.13
15 H -0.86 -0.03 -2.25  0.18
16 H -0.23 2.97 -0.20  0.13
17 H -1.05 2.15 1.18  0.11
18 H -1.99 -0.72 -0.38  0.17
19 H -2.70 0.75 0.41  0.17
20 H 1.19 2.24 -1.73  0.09
21 H 1.00 1.33 -3.32  0.12
22 H 1.79 0.55 -2.07  0.07

Summary:
Charge: +1
Energy above the lowest of the compared OMol25 structures with the same formula, charge and spin (kJ/mol): 251.32
HOMO-LUMO gap (eV): 10.72